Record 1
33
Properties=species:S:1:pos:R:3:forces:R:3 method="wB97M-V/def2-TZVPD" charge=+1 homo_energy_ev=-11.127 e_lumo_ev=-4.70 orbital_gap_ev=6.43 relative_energy_ev=0.000
C -0.474 3.228 -0.241 0.61 0.14 -0.07
N -1.781 2.652 0.128 -0.44 -1.37 1.47
C -3.002 3.106 -0.567 -0.07 0.06 -0.11
C -1.832 1.760 1.080 0.02 0.78 -0.85
Cl -3.260 1.060 1.634 0.35 0.27 -0.33
H -0.641 3.926 -1.066 0.17 -0.21 0.24
H -0.035 3.762 0.615 -0.29 -0.14 -0.30
H 0.222 2.431 -0.546 -0.32 0.15 0.05
H -2.684 3.826 -1.320 -0.23 -0.12 0.09
H -3.504 2.255 -1.042 0.19 0.17 0.11
H -3.695 3.578 0.140 0.25 -0.10 -0.11
H -0.920 1.429 1.580 -0.09 0.13 -0.28
C 2.130 0.718 2.062 -0.14 -0.16 -0.02
C 1.626 -0.564 1.416 -0.36 -0.38 -0.42
C 1.793 -1.822 2.223 0.30 -0.10 0.27
N 1.108 -0.489 0.252 0.43 1.85 0.24
C 0.711 -1.443 -0.671 -0.56 -1.56 -0.68
C 0.486 -1.013 -2.008 0.13 -0.02 0.87
C 0.093 -1.905 -2.997 -0.02 -0.34 0.22
C -0.090 -3.264 -2.687 0.11 0.26 0.23
C 0.122 -3.711 -1.379 -0.07 0.21 -0.25
C 0.506 -2.816 -0.383 0.13 0.45 -0.03
H 2.402 0.528 3.103 -0.03 0.23 -0.14
H 3.015 1.093 1.529 -0.23 -0.13 0.10
H 1.366 1.504 2.027 0.16 -0.06 -0.01
H 2.267 -1.597 3.180 -0.03 -0.13 -0.13
H 0.819 -2.281 2.433 0.22 0.04 -0.07
H 2.422 -2.546 1.690 -0.19 0.05 0.09
H 0.648 0.046 -2.222 -0.04 -0.32 -0.02
H -0.069 -1.545 -4.013 0.05 -0.14 0.26
H -0.395 -3.968 -3.461 0.09 0.19 0.17
H -0.009 -4.764 -1.121 0.00 0.33 -0.15
H 0.658 -3.175 0.631 -0.11 -0.02 -0.43

Record 2
61
Properties=species:S:1:pos:R:3:forces:R:3 method="wB97M-V/def2-TZVPD" multiplicity=5 charge=-1 homo_energy_ev="-8.525 / -6.962" e_lumo_ev="1.27 / 1.27" orbital_gap_ev="9.79 / 8.23"
Fe 0.458 2.321 0.045 -0.32 -0.38 -0.21
P -1.893 4.066 1.167 1.63 3.07 1.51
F -3.128 3.792 2.114 -0.78 -0.63 -1.02
F -1.179 4.763 2.474 0.67 -1.39 0.46
F -1.183 2.603 1.506 0.04 -0.76 1.16
F -0.526 4.320 0.361 1.32 0.65 -0.95
F -2.428 3.318 -0.149 -1.60 1.28 0.61
F -2.274 5.678 0.897 -1.31 -2.19 -1.46
P 3.194 3.488 0.428 1.56 1.64 -2.04
F 1.814 3.579 1.253 -0.58 1.09 2.47
F 3.371 5.154 0.303 -0.16 -2.56 0.11
F 4.170 3.489 1.714 -0.64 0.13 -0.73
F 4.364 3.096 -0.670 -0.49 1.58 1.09
F 2.970 1.937 0.540 0.13 -1.96 0.45
F 2.078 3.552 -0.830 0.54 -0.22 -0.76
P -0.394 3.113 -3.399 -1.11 0.77 -3.32
F -1.968 3.587 -3.410 0.80 0.54 1.19
F -0.382 3.006 -1.745 -0.16 -0.29 -0.88
F -1.024 1.622 -3.604 1.23 -0.85 1.49
F 1.184 2.574 -3.420 -2.15 0.47 -0.21
F -0.561 3.148 -5.090 1.67 0.67 1.15
F 0.096 4.680 -3.337 -0.27 -1.80 0.03
C 2.420 -2.686 -4.183 -0.45 0.36 0.35
C 1.380 -1.735 -3.483 2.02 -2.18 -1.72
C 0.706 -2.420 -2.335 -1.72 -0.90 0.24
O 1.197 -1.743 -1.192 -0.95 -0.81 1.14
C 1.602 -0.574 -1.630 -0.85 6.60 3.47
O 1.478 0.529 -0.960 1.15 -5.40 -3.35
O 2.043 -0.694 -2.860 1.06 2.37 0.11
H 3.214 -3.110 -3.569 -0.19 0.50 0.90
H 2.986 -2.180 -4.966 -0.57 -0.13 -0.41
H 1.887 -3.593 -4.467 -0.12 0.23 -0.82
H 0.700 -1.269 -4.196 -0.10 -0.38 -0.09
H 0.799 -3.497 -2.194 0.65 0.09 -0.23
H -0.365 -2.252 -2.444 -0.22 0.18 0.41
C -4.342 -2.278 1.226 -0.43 0.26 -0.05
C -3.131 -2.156 0.322 1.46 -0.23 1.81
C -3.216 -1.927 -1.132 -3.15 -2.07 -0.94
O -2.333 -0.932 -1.400 -0.55 -1.09 -7.67
C -1.891 -0.362 -0.409 2.79 4.23 4.07
O -1.161 0.603 -0.353 -0.47 -0.86 -0.52
O -2.377 -0.952 0.637 -0.78 -1.20 4.41
H -4.904 -1.345 1.232 -0.06 -0.03 0.08
H -4.066 -2.551 2.245 0.43 0.50 0.02
H -5.019 -3.099 0.991 0.05 0.01 -0.74
H -2.509 -3.016 0.568 0.47 0.01 -0.10
H -4.261 -1.676 -1.316 -0.04 0.85 -0.55
H -3.068 -2.791 -1.781 0.52 -0.05 0.17
C 2.495 -2.992 4.484 -0.36 -1.19 0.26
C 1.301 -2.744 3.644 0.10 1.30 -1.41
C 0.079 -2.265 4.379 1.04 0.72 -0.27
O -0.317 -1.086 3.578 -1.40 -1.18 1.23
C 0.623 -0.763 2.703 1.07 5.89 -3.21
O 0.653 0.337 2.000 -0.52 -5.85 3.60
O 1.625 -1.628 2.731 -0.10 -0.84 0.13
H 3.346 -3.090 3.810 0.26 0.10 0.55
H 2.260 -3.946 4.956 0.53 -0.39 0.10
H 2.588 -2.306 5.326 0.34 0.41 -0.50
H 1.014 -3.583 3.010 0.43 -0.12 -0.12
H 0.395 -1.988 5.384 -0.42 0.67 -0.01
H -0.586 -3.122 4.495 -0.94 0.74 -0.52

Record 3
38
Properties=species:S:1:pos:R:3:forces:R:3 method="wB97M-V/def2-TZVPD" charge=+2 homo_energy_ev=-14.851 e_lumo_ev=-13.28 orbital_gap_ev=1.57 relative_energy_ev=2.323
Tl 0.650 -3.764 -2.490 0.04 -0.16 0.09
F 2.315 -6.895 -0.109 -0.06 0.28 -0.07
O 4.031 -2.004 1.716 -0.64 -0.80 0.03
C 4.838 -1.795 2.589 0.23 -0.20 -0.52
O 5.374 -0.633 2.684 0.12 2.30 0.30
C 6.380 -0.538 3.712 1.57 -0.91 -0.46
C 6.778 -2.007 3.933 -0.90 0.11 0.31
C 5.461 -2.779 3.564 0.73 0.31 0.15
H 6.084 -0.009 4.618 -0.66 -0.17 -0.26
H 7.219 0.005 3.276 -0.21 0.19 -0.07
H 7.071 -2.087 4.980 -0.02 -0.62 -0.08
H 7.565 -2.379 3.277 0.08 0.40 0.09
H 4.777 -2.852 4.410 -0.05 -0.49 -0.09
H 5.646 -3.692 3.000 -0.26 -0.21 0.58
O -4.648 -2.542 -1.260 -2.06 0.87 -0.53
C -5.748 -1.990 -1.276 0.12 -1.84 0.17
O -6.926 -2.648 -1.549 1.97 -0.78 -0.18
C -8.071 -1.986 -0.988 0.87 0.28 -0.76
C -7.594 -0.556 -0.913 -0.56 0.09 0.59
C -6.032 -0.591 -0.857 -0.65 1.16 0.43
H -8.343 -2.490 -0.061 0.18 0.20 0.10
H -8.913 -2.037 -1.680 0.12 -0.46 -0.11
H -8.215 -0.196 -0.093 0.77 1.11 0.10
H -7.853 -0.071 -1.854 -0.14 0.19 0.23
H -5.466 -0.350 0.043 -0.57 -0.40 0.56
H -5.613 0.175 -1.509 -0.03 -0.42 -0.59
O -0.006 1.461 -1.548 1.00 2.54 -0.86
C 0.456 2.576 -1.893 -0.90 -3.18 0.44
O 1.733 2.755 -2.118 0.90 -0.61 0.06
C 2.053 4.158 -2.382 0.14 -0.11 0.82
C 0.757 4.707 -2.767 -2.51 1.00 -2.14
C -0.257 3.854 -2.056 -1.00 0.82 1.41
H 2.830 4.199 -3.146 0.02 -0.03 0.41
H 2.283 4.618 -1.421 0.89 -0.24 -0.06
H 0.525 4.558 -3.822 0.44 0.04 -0.31
H 0.536 5.762 -2.604 0.55 0.05 0.28
H -1.295 3.890 -2.386 0.31 -0.53 -0.54
H -0.381 4.169 -1.019 0.17 0.22 0.47

Record 4
40
Properties=species:S:1:pos:R:3:forces:R:3 method="wB97M-V/def2-TZVPD" charge=-1 homo_energy_ev=-5.985 e_lumo_ev=2.81 orbital_gap_ev=8.79 relative_energy_ev=1.507
F -0.552 -0.300 1.271 0.14 0.27 -0.35
C 3.439 1.289 1.442 1.09 4.88 1.30
C 2.603 0.473 0.531 -3.11 1.94 2.63
C 1.681 1.182 -0.486 1.42 -1.13 1.15
O 2.345 0.781 -1.671 -1.23 0.12 -1.94
C 3.190 -0.248 -1.466 0.95 -1.00 -4.33
O 3.694 -0.925 -2.388 -1.49 2.22 3.42
O 3.419 -0.312 -0.189 2.40 -3.23 -0.43
H 2.866 1.982 2.173 0.23 -2.08 -0.54
H 3.917 2.323 0.970 -0.36 -3.05 0.18
H 4.214 0.676 1.974 -0.73 0.80 -0.47
H 1.857 -0.100 1.105 0.57 -0.38 0.23
H 1.624 2.225 -0.390 0.61 1.68 -0.17
H 0.684 0.848 -0.251 -0.68 -0.93 -0.87
C -0.538 -4.305 0.896 -3.46 1.77 -2.23
C -0.623 -3.781 -0.651 7.24 -0.18 4.45
C 0.095 -2.409 -0.913 2.67 -2.75 3.10
O 0.602 -2.589 -2.180 0.56 0.36 -2.03
C 0.710 -3.901 -2.472 2.81 0.71 -2.90
O 1.320 -4.364 -3.418 -0.83 0.94 0.67
O 0.153 -4.611 -1.588 -0.82 -2.84 3.06
H 0.450 -4.063 1.186 0.93 -0.08 0.54
H -0.843 -5.373 1.041 0.38 1.06 -0.25
H -1.287 -3.571 1.439 1.59 -1.57 -0.78
H -1.353 -3.740 -1.257 -7.20 0.36 -2.50
H 0.955 -2.131 -0.173 -1.57 -0.67 -1.09
H -0.608 -1.699 -0.855 -2.30 3.08 0.08
C -2.697 1.750 -0.728 -1.52 -3.75 0.67
C -2.796 2.269 0.701 1.87 1.95 -2.13
C -1.625 3.212 1.115 0.59 -1.24 -5.30
O -2.167 4.451 1.364 1.02 1.46 0.10
C -3.454 4.366 1.205 -4.52 4.82 2.65
O -4.288 5.257 1.538 3.00 -2.24 -1.40
O -3.842 3.214 0.826 -2.20 -2.13 -1.25
H -2.703 2.456 -1.492 0.26 1.73 -1.01
H -3.654 1.116 -0.939 1.50 0.97 0.42
H -1.857 1.013 -0.898 -0.70 0.95 0.66
H -2.979 1.503 1.379 0.00 -1.41 1.17
H -0.760 3.213 0.366 -1.48 0.46 0.43
H -1.195 2.821 1.890 2.36 -1.88 5.06